No. 1
18
Properties=species:S:1:pos:R:3:forces:R:3 method="wB97M-V/def2-TZVPD" largest_force_ev_per_a=3.0 total_energy_ha=-613.56045 homo_lumo_gap_ev="8.7 / 8.7"
H -1.045 -3.000 0.048 0.13 -0.31 0.61
C 1.562 0.826 -0.200 -0.71 -1.98 -0.27
H -1.558 0.687 -1.260 -0.50 0.14 -0.43
H 1.854 0.221 -1.099 -0.43 0.97 0.49
H 1.281 -0.038 1.833 1.24 0.31 1.58
C 1.060 -0.240 0.833 -1.47 -1.18 -2.32
H -1.152 -0.645 1.671 0.99 0.41 -0.50
O -2.074 2.090 0.766 0.11 -0.51 -1.14
H -2.630 -1.979 0.239 0.25 -0.30 -0.18
H 0.362 2.218 -1.449 0.66 -0.05 -0.09
P -1.161 1.221 -0.042 1.00 0.12 2.74
C -1.777 -2.328 -0.337 0.10 0.62 1.64
C 0.505 1.873 -0.418 0.03 2.92 -0.05
H 1.594 -1.188 0.439 -1.39 0.94 1.33
C -0.505 -0.183 0.893 0.13 -1.12 -0.93
H 2.442 1.236 0.206 1.21 0.68 0.21
H -1.753 -2.243 -1.369 -0.21 0.46 -1.83
H 0.803 2.868 0.161 -1.16 -2.13 -0.88

---

No. 2
18
Properties=species:S:1:pos:R:3:forces:R:3 method="wB97M-V/def2-TZVPD" largest_force_ev_per_a=0.3 total_energy_ha=-670.56446 charge=-1 homo_lumo_gap_ev=7.0
C -1.624 -1.387 1.318 0.21 -0.08 0.12
H -3.868 -0.035 2.103 -0.01 -0.06 0.04
H 3.518 0.184 -0.015 0.04 -0.12 0.00
O -1.446 0.583 -0.055 0.00 0.25 -0.04
H -2.274 -1.858 2.050 -0.13 0.01 0.07
C 2.805 1.264 -1.723 0.16 0.01 -0.20
C -3.275 0.489 1.369 -0.08 -0.06 0.09
H 1.949 1.868 -2.021 -0.18 -0.03 0.02
S 1.328 -0.758 -0.470 0.08 -0.03 -0.01
H -0.622 -1.275 1.739 -0.03 0.02 -0.05
H 2.230 1.309 0.349 0.07 0.12 0.03
H -3.604 1.462 1.037 -0.01 0.08 -0.06
H -1.503 -2.051 0.461 -0.03 0.00 -0.08
C -2.153 -0.056 0.885 0.05 0.02 -0.10
H -0.532 0.185 -0.202 0.04 -0.19 0.01
H 2.959 0.517 -2.506 0.01 0.02 0.06
H 3.680 1.927 -1.709 0.03 0.00 0.08
C 2.569 0.576 -0.386 -0.21 0.03 0.02